# 1
{
  "formula": "C37H31F6GeI2N2OPtSb",
  "method": "ωB97M-V with the def2-TZVPD basis set",
  "species": ["Pt", "I", "I", "Sb", "Ge", "F", "F", "F", "F", "F", "F", "O", "N", "N", "C", "C", "C", "C", "C", "C", "C", "C", "C", "C", "C", "C", "C", "C", "C", "C", "C", "C", "C", "C", "C", "C", "C", "C", "C", "C", "C", "C", "C", "C", "C", "C", "C", "C", "C", "C", "C", "H", "H", "H", "H", "H", "H", "H", "H", "H", "H", "H", "H", "H", "H", "H", "H", "H", "H", "H", "H", "H", "H", "H", "H", "H", "H", "H", "H", "H", "H", "H"],
  "positions_angstrom": [[0.5587, 0.1601, -0.0584], [-3.9684, 1.6109, -0.9717], [-2.3644, 4.6330, -5.8866], [4.3557, 0.9265, 1.2489], [-1.3611, -1.4498, 0.2193], [4.2443, -0.9041, 1.5956], [4.0548, 0.3626, -0.5407], [4.2158, 2.6040, 0.3975], [6.2100, 0.8696, 1.2060], [4.2266, 1.8973, 2.8230], [2.0190, 0.7775, 1.3537], [-1.0877, 0.5136, -1.4048], [1.6064, 1.6073, -1.6443], [-0.2459, 2.1954, 0.3894], [0.8523, -1.9260, -2.6399], [-2.5130, 2.1138, -2.3759], [-1.6093, 3.7275, 1.6013], [-2.3693, -0.8799, 1.7980], [0.0138, 4.5342, 0.0531], [1.6033, 2.9398, -1.0523], [-0.2511, 2.0132, -3.1497], [-1.8733, 3.3728, -4.2987], [-2.6055, -0.3079, 4.1755], [-2.5773, -2.0182, -1.1846], [1.6666, -1.5719, -0.2500], [-0.5794, 2.9083, -4.1571], [1.1425, 1.5172, -3.0201], [3.3603, -2.7883, -3.4220], [1.5333, -4.9292, 1.4995], [-4.0131, -0.3027, 4.0057], [-0.7197, -4.1556, 1.2123], [0.3864, 3.2217, -0.2004], [-0.3663, -0.5588, 3.2695], [3.1397, -2.3816, -2.1142], [-0.6686, 0.0196, 5.5880], [1.1235, -2.7697, 0.5085], [1.0725, -2.3184, -3.9531], [-3.7364, -0.8442, 1.6829], [2.0118, -3.7512, 0.9495], [-4.5683, -0.5602, 2.7894], [1.8824, -1.9391, -1.7037], [-1.2392, 1.5162, -2.2808], [-0.9844, 4.7922, 0.9741], [-2.0235, -0.0051, 5.4312], [0.1705, -0.2573, 4.4884], [-1.2250, 2.4462, 1.2614], [-1.7687, -0.5956, 3.0670], [0.1647, -5.1430, 1.6178], [-0.2368, -2.9632, 0.6770], [2.3303, -2.7483, -4.3507], [-2.8419, 3.0061, -3.3823], [-4.6393, -0.0822, 4.8624], [1.1985, 0.4714, -3.3288], [0.5340, 5.3398, -0.4479], [0.2580, -2.2824, -4.6663], [3.9574, -2.3853, -1.4029], [-2.3796, 3.8776, 2.3440], [-1.2678, 5.8112, 1.2030], [-2.6789, 0.2137, 6.2661], [-0.1351, -1.5921, -2.3503], [-4.2009, -1.0367, 0.7235], [-5.6434, -0.5481, 2.6613], [0.1931, 3.2405, -4.8392], [-2.0144, -2.5282, -1.9633], [-0.2334, 0.2536, 6.5509], [-3.2706, -2.7283, -0.7290], [0.2971, -0.7550, 2.4385], [-3.1328, -1.1935, -1.6215], [1.7152, 3.7191, -1.8147], [3.0791, -3.5916, 0.8445], [1.8094, 2.0859, -3.6803], [2.5055, -3.0450, -5.3766], [2.5497, 1.2311, -1.6245], [-3.8449, 3.4029, -3.4497], [4.3473, -3.1214, -3.7173], [1.2458, -0.2223, 4.6054], [2.4636, 3.0188, -0.3949], [-1.7165, 1.5855, 1.6927], [-1.7875, -4.3067, 1.3313], [2.2295, -5.6895, 1.8306], [2.6237, -1.2902, 0.1771], [-0.2088, -6.0700, 2.0339]],
  "lowdin_charge": [1.233, 1.063, 0.863, 1.530, 0.943, -0.321, -0.343, -0.345, -0.323, -0.315, -0.464, -0.353, -0.111, -0.004, -0.072, -0.596, -0.044, -0.251, -0.002, -0.132, -0.155, -0.744, -0.166, -0.196, -0.309, -0.107, -0.139, -0.075, -0.073, -0.030, -0.087, -0.231, -0.050, -0.034, -0.075, -0.265, -0.079, -0.156, -0.025, -0.071, -0.232, -0.382, -0.038, -0.037, -0.058, -0.125, -0.189, -0.087, -0.263, -0.091, -0.230, 0.113, 0.115, 0.122, 0.107, 0.114, 0.114, 0.114, 0.111, 0.066, 0.060, 0.105, 0.103, 0.024, 0.103, 0.038, 0.060, -0.024, 0.138, 0.113, 0.133, 0.100, 0.091, 0.079, 0.103, 0.108, 0.097, 0.090, 0.104, 0.103, 0.040, 0.100],
  "spin_multiplicity": 1,
  "largest_force_ev_per_a": 3.27,
  "de_lowest_kj_mol": 57.8,
  "gap_ha": 0.2443,
  "total_energy_ha": -5244.47470
}



# 2
{
  "formula": "C37H31N10O8PtS",
  "method": "ωB97M-V with the def2-TZVPD basis set",
  "species": ["Pt", "S", "O", "O", "O", "O", "O", "O", "O", "O", "N", "N", "N", "N", "N", "N", "N", "N", "N", "N", "C", "C", "C", "C", "C", "C", "C", "C", "C", "C", "C", "C", "C", "C", "C", "C", "C", "C", "C", "C", "C", "C", "C", "C", "C", "C", "C", "C", "C", "C", "C", "C", "C", "C", "C", "C", "C", "H", "H", "H", "H", "H", "H", "H", "H", "H", "H", "H", "H", "H", "H", "H", "H", "H", "H", "H", "H", "H", "H", "H", "H", "H", "H", "H", "H", "H", "H", "H"],
  "positions_angstrom": [[-0.0255, 1.5318, -0.8010], [1.2357, 5.0947, -3.1067], [2.3134, -0.6654, -3.8813], [0.5662, 0.3649, -2.2862], [-4.1560, -2.2128, -5.4719], [-1.4579, 2.1904, -2.1007], [-2.5245, -3.5445, -5.9721], [1.8528, -2.7736, -3.7503], [-3.4089, 1.4993, -2.6255], [0.3842, -1.5937, 1.3886], [1.3198, 0.9556, 0.5238], [-0.7555, 2.5774, 0.8252], [1.2098, 2.5382, -3.8328], [1.8523, 0.5816, 2.6046], [-3.0057, -2.5758, -5.4410], [-1.4390, 0.2303, -0.0885], [-2.2435, 1.2854, -2.6179], [1.5529, -1.6146, -3.8537], [1.2032, 3.0373, -1.5113], [-3.4446, 0.0842, 0.7910], [4.1839, -1.2961, -0.1956], [-2.2302, 2.3222, 0.8852], [-2.5657, -0.6411, -3.9999], [-0.7957, -1.5085, 3.9088], [0.0747, -3.7186, 4.2982], [-0.4927, -3.7145, 5.5646], [2.7609, -0.1382, 1.8290], [1.4938, 4.1761, -0.6976], [-1.3110, -2.1681, -0.9586], [-1.6824, 0.1344, -3.2368], [1.1992, 3.3912, -2.8138], [1.0079, 1.1993, 1.7880], [1.9927, 6.6153, 0.5601], [-2.0668, -3.3167, -1.0328], [1.2751, -3.7776, 1.5892], [-0.0539, 2.1923, 2.1075], [-2.0743, -1.7332, -4.6550], [1.4428, 5.3821, -1.3965], [3.1258, -0.4848, -0.5494], [-2.4014, 0.8752, 0.5620], [-3.9326, -2.3274, 0.1726], [-0.0689, -2.6149, 3.4603], [-1.8943, -1.0719, -0.3254], [0.1196, -1.2913, -3.8616], [3.8257, -0.9551, 2.1879], [1.9050, 4.1941, 0.6316], [4.5258, -1.5308, 1.1483], [2.1367, 5.4173, 1.2495], [-1.2067, -2.6093, 6.0008], [2.4084, 0.0829, 0.4981], [-0.3173, -0.2075, -3.0805], [-3.3603, -3.3971, -0.4783], [-1.3606, -1.5024, 5.1699], [1.6756, 6.6059, -0.7867], [-0.7264, -2.0720, -4.6077], [0.5177, -2.5849, 2.0963], [-3.1701, -1.1638, 0.2271], [0.6138, -4.6437, 1.5171], [-3.6123, -0.3814, -4.0915], [1.6403, 7.5257, -1.3543], [-4.2962, 0.3449, 1.2697], [2.1590, 3.2855, 1.1475], [-1.9263, -0.6477, 5.5174], [-1.6473, -2.6073, 6.9887], [2.8764, -0.3022, -1.5826], [0.6295, -4.5878, 3.9724], [2.1854, 7.5542, 1.0586], [-2.6131, 2.5707, 1.8763], [-0.3773, -4.5740, 6.2101], [-2.7275, 2.9605, 0.1530], [0.3980, 3.0959, 2.5170], [-0.5952, 3.5763, 0.6598], [1.8582, 0.6441, 3.6132], [-3.9103, -4.3242, -0.5591], [4.7769, -1.7564, -0.9739], [1.6936, -3.5533, 0.6112], [-0.9159, -0.6640, 3.2381], [-0.7799, 1.8141, 2.8273], [-0.2917, -2.1387, -1.3140], [2.4831, 5.4322, 2.2744], [-4.9191, -2.3862, 0.6108], [2.0793, -4.0517, 2.2730], [1.4868, 1.5845, -3.6742], [5.3694, -2.1696, 1.3704], [-1.6484, -4.1923, -1.5110], [4.0998, -1.1211, 3.2209], [1.2750, 2.8967, -4.7720], [-0.3532, -2.9368, -5.1458]],
  "lowdin_charge": [1.651, 1.210, 0.097, -0.213, 0.133, -0.127, 0.144, 0.164, 0.227, 0.014, -0.014, -0.113, 0.173, 0.234, -0.342, 0.029, -0.240, -0.324, -0.069, 0.234, -0.024, -0.042, 0.129, -0.047, -0.006, -0.035, -0.170, -0.297, -0.020, -0.072, -0.632, -0.313, -0.033, -0.022, 0.011, -0.032, -0.083, -0.437, 0.015, -0.285, 0.032, -0.160, -0.196, -0.056, 0.024, -0.052, -0.029, -0.040, -0.042, -0.188, -0.249, -0.021, -0.066, -0.038, 0.145, -0.360, -0.144, 0.104, 0.154, 0.132, 0.200, 0.099, 0.107, 0.122, 0.089, 0.118, 0.129, 0.153, 0.123, 0.148, 0.140, 0.141, 0.199, 0.128, 0.127, 0.085, 0.084, 0.140, 0.118, 0.124, 0.134, 0.098, 0.086, 0.127, 0.128, 0.133, 0.138, 0.162],
  "spin_multiplicity": 1,
  "largest_force_ev_per_a": 0.67,
  "de_lowest_kj_mol": 0.0,
  "gap_ha": 0.2116,
  "total_energy_ha": -3094.44110,
  "total_charge": 3
}